The following is a quantum chemistry calculation of C19H37GaN10O6PS as an isolated structure, from the OMol25 dataset.

XYZ file:
```
75
Properties=species:S:1:pos:R:3
Ga -0.58499 -0.54251 0.42773
C -5.03044 0.81094 0.58976
N -4.83602 -0.62681 0.50488
C -6.01876 -1.44510 0.68311
C -3.59803 -1.11083 0.30718
N -2.57841 -0.36229 0.01598
N -3.43598 -2.48026 0.38665
C -2.24477 -3.14245 0.30279
N -2.31846 -4.47274 0.54607
N -1.17631 -2.56615 -0.13659
H -6.09319 1.02698 0.55058
H -4.55492 1.34411 -0.23163
H -4.62162 1.19145 1.52980
H -6.77278 -0.85572 1.19531
H -5.84320 -2.32331 1.30284
H -6.42653 -1.75297 -0.28253
H -2.79445 0.62407 -0.13633
H -4.22334 -3.03122 0.69763
H -3.04927 -4.82898 1.13887
H -1.44811 -4.97363 0.62499
H -0.38108 -3.19399 -0.11616
C 3.66485 -2.77276 -2.14620
N 2.43579 -2.86307 -2.91787
C 2.49583 -1.90190 -4.00647
N 2.72128 -0.54313 -3.54793
C 3.93930 -0.49998 -2.75817
N 3.91831 -1.43409 -1.64595
C 2.98125 -1.04420 -0.62056
P 1.23324 -1.00328 -1.27433
C 1.27040 -2.68897 -2.08565
C 1.58927 -0.01861 -2.82931
H 4.49574 -3.05684 -2.79623
H 3.61530 -3.45875 -1.29796
H 1.56317 -1.94002 -4.57471
H 3.32657 -2.18770 -4.65650
H 4.07871 0.51452 -2.37849
H 4.77531 -0.76110 -3.41177
H 3.25510 -0.05505 -0.24371
H 3.02047 -1.75123 0.21415
H 0.36527 -2.81658 -2.68977
H 1.29087 -3.45850 -1.30630
H 1.79518 1.01889 -2.55736
H 0.70208 -0.05054 -3.46952
C 0.58620 3.15079 3.27369
C 1.69503 3.35858 2.24768
C 1.17834 3.18513 0.80308
C 2.34070 3.34199 -0.21452
C 1.86521 3.58485 -1.64566
C 0.17917 4.28949 0.50658
O 0.39643 5.45476 0.70357
N -1.00870 3.87323 -0.05417
C -1.44553 2.57761 -0.24138
O -2.56255 2.36633 -0.67617
N -0.58763 1.57548 0.09754
C 0.60418 1.79788 0.64905
O 1.23681 0.79773 1.01036
H 0.97677 3.28872 4.27870
H 0.16578 2.14840 3.19953
H -0.21295 3.87377 3.12512
H 2.50064 2.64464 2.42099
H 2.09113 4.37055 2.34138
H 2.95621 2.44068 -0.16414
H 2.94490 4.19290 0.10077
H 1.12475 2.84678 -1.95517
H 2.71333 3.54083 -2.32724
H 1.41356 4.56998 -1.74025
H -1.67814 4.60405 -0.27768
C 0.44775 -1.47030 4.28338
S -0.41133 -1.65456 2.72584
O -1.41460 -2.67829 2.84344
O 0.59201 -1.94767 1.68545
O -1.01678 -0.32968 2.38349
H 0.67344 -2.45772 4.66291
H -0.19732 -0.93994 4.97106
H 1.35054 -0.91271 4.08244
```

Values from the calculation:
E_LUMO = -2.0865 eV
Net charge = +1
Largest force on an atom = 0.039 Eh/bohr
HOMO level = -10.9 eV
HOMO-LUMO gap = 8.85 eV
Energy above the lowest of the compared OMol25 structures with the same formula, charge and spin = 67.1 kJ/mol

Mulliken population analysis, charges in e, atoms 1 to 2: 1.791 -1.097



The following is a quantum chemistry calculation of C19H37N3O10P2S as an isolated structure, from the OMol25 dataset.

XYZ file:
```
72
Properties=species:S:1:pos:R:3
C 0.48861 -0.45907 0.13824
C 0.43604 -1.97416 0.24576
O 1.71183 -2.53639 -0.07668
C -0.66079 -2.58371 -0.64957
N -1.71820 -3.30245 0.08343
C -1.64288 -4.76148 -0.07469
C -2.43498 -5.48004 1.00164
O -3.77437 -5.79885 0.60344
C -4.54050 -4.74871 0.22686
C -5.17817 -4.78122 -0.95778
C -6.01270 -3.70877 -1.40368
O -6.63418 -3.89727 -2.61675
C -6.23065 -2.57905 -0.67317
P -7.30074 -1.27037 -1.35009
P -8.68458 -0.65468 0.20836
O -9.78950 0.08307 -0.43249
O -8.02832 0.17246 1.39846
O -9.14047 -2.03302 0.88080
C -5.57770 -2.53287 0.59181
N -5.65161 -1.54133 1.47144
S -4.78160 -1.96342 2.73882
N -4.24702 -3.39816 2.27223
C -4.74675 -3.60722 1.05544
H -0.37998 0.01514 0.59101
H 0.53449 -0.18454 -0.91833
H 1.38709 -0.08434 0.62447
H 0.26357 -2.25798 1.28637
H 2.15005 -1.95568 -0.70626
H -0.16285 -3.26592 -1.33706
H -1.12677 -1.78909 -1.23395
H -1.57698 -3.12868 1.07218
H -0.60365 -5.11275 -0.01546
H -2.01417 -5.03597 -1.06266
H -2.44321 -4.89277 1.91984
H -1.97051 -6.43502 1.23323
H -5.05437 -5.64492 -1.59497
H -6.09086 -3.53018 -3.32142
H -6.42208 -0.17135 -1.30630
H -8.57773 0.96509 1.49674
H -9.94292 -2.30767 0.41323
C 6.50799 2.13370 2.47532
O 5.42289 2.77689 3.11578
C 4.34438 3.07304 2.24311
C 3.21776 2.07576 2.38192
O 3.60119 0.77687 1.95723
C 3.90233 -0.10125 3.02680
H 7.18539 1.78723 3.25396
H 6.17682 1.27733 1.88285
H 7.04666 2.83163 1.82464
H 4.68650 3.11184 1.20407
H 3.96942 4.06627 2.50979
H 2.38558 2.39700 1.74660
H 2.86292 2.04972 3.41697
H 2.98856 -0.41111 3.54616
H 4.58457 0.35993 3.74452
H 4.37577 -0.98327 2.59927
C 5.35704 5.71159 -0.98518
O 4.46637 4.64564 -1.26047
C 3.31027 5.04284 -1.97970
C 3.41414 4.70311 -3.44909
O 4.44047 5.43876 -4.09164
C 5.63085 4.70025 -4.29267
H 6.28268 5.27379 -0.61487
H 5.57298 6.29712 -1.88167
H 4.94740 6.37295 -0.21383
H 3.13214 6.11547 -1.85581
H 2.45631 4.50661 -1.55343
H 2.46916 4.95898 -3.93807
H 3.57889 3.62783 -3.57161
H 5.49677 3.95061 -5.08012
H 5.95632 4.20246 -3.37598
H 6.39952 5.40379 -4.60728
```

Values from the calculation:
E_LUMO = -0.5357 eV
Net charge = 0
Largest force on an atom = 0.011 Eh/bohr
HOMO level = -8.7 eV
HOMO-LUMO gap = 8.19 eV

Mulliken population analysis, charges in e, atoms 1 to 2: -1.566 0.663



The following is a quantum chemistry calculation of a 6-piece molecular cluster, C19H37N5O7P overall, from the OMol25 dataset.

XYZ file:
```
69
Properties=species:S:1:pos:R:3
N 0.20450 -0.50303 -0.55612
O 0.70920 -0.43127 -1.68950
O 0.84157 -0.04549 0.40322
O -0.93353 -0.96735 -0.39776
C -2.23962 -4.31771 -4.45245
C -2.10928 -2.97828 -3.74325
C -0.77046 -2.31892 -4.08947
C -0.91218 -1.64651 -5.36857
N -1.27211 -1.07817 -6.31006
H -1.36065 -4.92285 -4.19998
H -2.28427 -4.12615 -5.53830
H -3.14783 -4.86679 -4.26841
H -2.07578 -3.10397 -2.64894
H -2.84620 -2.23044 -3.92354
H 0.13648 -2.93269 -4.02520
H -0.60643 -1.58360 -3.30501
C -0.60378 4.15286 0.77311
C -1.55395 3.10044 0.22199
C -0.93340 2.37293 -0.98648
C -0.83221 3.26798 -2.13899
N -0.81425 3.90563 -3.07386
H 0.36576 3.73713 1.09441
H -1.05276 4.60772 1.63741
H -0.36124 4.89056 -0.00098
H -2.43118 3.63609 -0.13055
H -1.86858 2.35266 0.99181
H -1.49566 1.57484 -1.38033
H 0.08038 1.99680 -0.75328
C 0.29308 -5.22114 1.85927
C 0.69696 -4.14001 0.82159
C -0.26600 -4.17789 -0.37939
C 0.05495 -5.29202 -1.28914
N 0.22806 -6.19405 -1.95980
H -0.67233 -4.93734 2.24646
H 0.92915 -5.32193 2.72304
H 0.18853 -6.25946 1.45683
H 1.70900 -4.28792 0.48139
H 0.65118 -3.14285 1.22480
H -0.35160 -3.25231 -0.88799
H -1.28714 -4.30354 -0.06087
C 3.82425 4.38072 -1.73287
C 2.61497 3.57502 -1.26110
C 3.03056 2.12159 -0.91438
C 4.09711 2.08719 0.07630
N 4.92561 2.04167 0.85582
H 3.57465 5.44010 -1.86277
H 4.27277 4.02189 -2.65434
H 4.61529 4.28227 -0.92639
H 1.85663 3.51300 -2.00772
H 2.18864 4.01324 -0.39059
H 3.25868 1.57891 -1.82808
H 2.22517 1.52137 -0.51393
C -0.36525 2.01574 6.07770
O -0.82585 0.85214 5.33103
P -1.33846 1.22566 3.90013
O -2.34120 2.28557 3.86927
O -0.01587 1.69398 3.16672
C 1.23272 1.04771 3.11558
O -1.73141 -0.21349 3.33449
C -2.62370 -0.45485 2.16941
H -1.05979 2.83348 6.07516
H 0.59969 2.32585 5.67984
H -0.32196 1.68572 7.09358
H 1.78205 1.53210 2.31382
H 1.21281 -0.02437 2.86365
H 1.75012 1.22682 4.06944
H -3.37440 0.32217 2.12848
H -3.05287 -1.44806 2.35124
H -2.01732 -0.49509 1.24339
```

Values from the calculation:
E_LUMO = 2.6291 eV
Net charge = -1
Largest force on an atom = 0.045 Eh/bohr
HOMO level = -6.6 eV
HOMO-LUMO gap = 9.23 eV
Energy above the lowest of the compared OMol25 structures with the same formula, charge and spin = 0.0 kJ/mol

Mulliken population analysis, charges in e, atoms 1 to 2: 1.004 -0.642



The following is a quantum chemistry calculation of C19H38Al2BrF4IKLi2N3O7P2S as an isolated structure, from the OMol25 dataset.

XYZ file:
```
81
Properties=species:S:1:pos:R:3
C 5.10570 1.14978 -0.92155
C 4.67298 0.77255 -2.36652
S 3.18632 1.64031 -2.98608
C 2.02358 0.25136 -3.09859
C 0.85744 0.32180 -2.03138
N 0.03872 1.36858 -2.51707
C -0.75204 2.07024 -1.78592
C -2.24715 1.88472 -1.87971
C -0.32959 3.16978 -0.85076
C 1.59103 0.46142 -0.66776
O 1.02206 -0.41170 0.29250
P -0.15007 -1.41696 -0.41407
N 0.88173 -2.87023 -0.30250
C 1.98465 -2.84448 0.30816
C 2.18643 -2.75485 1.80856
C 3.26896 -2.99682 -0.53330
P -1.28358 -1.81251 1.57424
O -1.12728 -3.44599 1.88456
I -3.60816 -1.35125 0.99916
O 0.34330 -0.97550 -2.01160
H 4.79722 0.38010 -0.18516
H 6.17111 1.38479 -0.84211
H 4.52215 2.09310 -0.62170
H 4.37131 -0.29132 -2.33419
H 5.49573 0.83470 -3.08076
H 2.58342 -0.67805 -3.00721
H 1.53620 0.36132 -4.06642
H -2.48129 1.29941 -2.76679
H -2.75555 2.85066 -1.89486
H -2.59027 1.32633 -1.00387
H -1.00522 4.02183 -0.95530
H 0.67157 3.53096 -1.08019
H -0.37211 2.76304 0.16598
H 1.82154 1.46930 -0.32231
H 2.59189 0.02264 -0.81562
H -1.15563 -2.22279 -1.05235
H -1.08509 -0.31377 -0.46298
H 3.22815 -2.51009 2.02213
H 1.91633 -3.67867 2.31943
H 1.59682 -1.92305 2.20011
H 3.46217 -2.07235 -1.08472
H 4.11995 -3.30666 0.08949
H 3.08832 -3.82676 -1.21757
H -0.64380 -3.48477 2.71912
N -6.31736 -5.62327 4.78957
C -5.14183 -5.48338 4.20567
C -4.78730 -4.46127 3.35419
C -5.74312 -3.49948 3.08639
C -6.99083 -3.61215 3.68050
C -7.22938 -4.69014 4.52420
H -4.42688 -6.27356 4.46206
H -3.79972 -4.40844 2.91254
H -5.49142 -2.68582 2.42094
H -7.76508 -2.88079 3.49689
H -8.18813 -4.81639 5.01274
Al -4.14748 -7.68878 5.93129
O 5.49013 2.09573 -6.28652
C 5.71453 3.20555 -6.74591
C 5.02457 4.46608 -5.45172
O 5.26021 5.57547 -5.90648
H 5.20392 3.52567 -7.67174
H 6.76215 3.54115 -6.85514
H 5.54556 4.16465 -4.52230
H 3.97502 4.14316 -5.32148
F -2.71072 -2.53050 4.84512
Al -3.08875 -2.59976 6.51897
F -4.24756 -3.82090 6.75654
F -3.64541 -1.12216 7.06618
F -1.65287 -3.05825 7.37013
C -1.77020 7.21068 -0.89971
O -2.01410 6.13393 -1.81339
H -1.32217 6.79310 0.00018
H -1.08102 7.93324 -1.34350
H -2.70817 7.71160 -0.64482
H -2.40815 6.51576 -2.60170
K -1.52544 -5.24404 5.81709
Li 5.80233 -1.21714 -1.11840
Br 3.59436 3.74128 -1.14366
Li -2.92134 -10.27385 5.29912
O -4.01990 9.33402 -0.47434
H -4.77840 9.65884 0.02801
```

Values from the calculation:
E_LUMO = -4.7858 eV
Net charge = 0
Largest force on an atom = 0.112 Eh/bohr
HOMO level = -5.9 eV
HOMO-LUMO gap = 1.10 eV

Mulliken population analysis, charges in e, atoms 1 to 2: -0.721 -0.159